Molecular formula: C4H9O2
Method: DFT, ωB97M-V/def2-TZVPD

Geometry as XYZ:
```
15
Properties=species:S:1:pos:R:3:mulliken_charge:R:1
C -1.57798 -0.06065 -2.16699 -0.9339
C -0.46571 -0.47753 -1.44987 0.0637
O -0.43107 -1.27897 -0.44626 -0.8065
H -1.53688 0.59861 -3.01848 0.2749
H -2.53807 -0.50904 -1.95727 0.2375
H 0.52942 -0.26741 -1.95406 0.2196
H 0.94610 -0.56658 0.07832 0.3780
C 0.98607 1.01316 1.18591 -0.3055
O 1.65101 -0.03393 0.54374 -0.5905
C -0.25550 0.60210 1.97099 -0.9826
H 0.74977 1.84148 0.49848 0.2392
H 1.72941 1.45578 1.88504 0.2942
H -0.45677 1.27976 2.75466 0.4029
H -0.14093 -0.40358 2.34455 0.2816
H -1.16291 0.61165 1.34873 0.2274
```

The HOMO energy comes out at -2.754 eV. The charge is -1. The value obtained for the max |F| is 0.040 hartree/bohr. Its energy is -8388.727 eV. The LUMO energy comes out at 0.1566 Ha.